96
Properties=species:S:1:pos:R:3:forces:R:3 method="wB97M-V/def2-TZVPD" orbital_gap_ev="7.26 / 5.00" relative_energy_kcal_mol=42.0 charge=-2 lumo_ev="3.68 / 3.36"
Cs -0.84769 -2.68224 0.86752 -0.3 0.2 -0.5
O 3.75556 -1.97929 0.88996 -0.5 -0.6 -0.1
N 3.58942 -0.79922 0.27988 -0.2 0.2 -0.2
C 4.60907 -0.04305 0.24946 0.0 -0.3 0.2
C 4.54312 1.21645 -0.48516 -0.1 0.3 -0.1
C 5.75944 1.81538 -0.81290 0.0 -0.1 0.1
C 5.82721 2.95638 -1.59201 0.1 0.1 0.0
C 4.65505 3.52227 -2.05816 0.0 0.0 0.0
C 3.43480 2.95645 -1.71285 -0.1 0.0 0.0
C 3.33639 1.81282 -0.91939 0.0 0.1 0.0
P 1.66725 1.10456 -0.48607 0.2 -0.1 -0.1
C 0.62138 2.51956 -1.02658 -0.1 -0.1 0.1
C 0.07277 2.38437 -2.29933 -0.1 0.0 -0.1
C -0.74204 3.36903 -2.83305 0.0 0.0 0.0
C -1.05556 4.49124 -2.07894 -0.1 0.0 0.0
C -0.54645 4.61898 -0.79429 0.0 0.0 0.0
C 0.29278 3.64295 -0.27590 0.1 0.0 0.1
C 1.72279 1.38974 1.33129 -0.1 -0.2 0.1
C 2.43747 2.42588 1.93468 0.0 -0.1 -0.1
C 2.41191 2.59612 3.30880 0.0 0.1 0.1
C 1.67078 1.73672 4.11074 0.0 0.0 0.1
C 0.96245 0.69573 3.53481 0.0 0.0 -0.1
C 1.00279 0.52512 2.15524 -0.1 0.0 0.1
H 2.93974 -2.52185 0.59615 0.3 0.1 0.1
H 5.55597 -0.36141 0.68930 0.0 0.0 0.0
H 6.67006 1.34791 -0.45595 0.0 0.0 0.0
H 6.78817 3.39306 -1.83681 0.0 0.0 0.0
H 4.67913 4.41191 -2.67568 0.0 0.0 0.0
H 2.52817 3.43346 -2.06204 0.0 0.0 0.0
H 0.24068 1.48070 -2.87390 0.0 -0.1 0.0
H -1.15308 3.23149 -3.82558 0.0 0.0 0.0
H -1.71388 5.25235 -2.48096 0.0 0.0 0.0
H -0.80678 5.47932 -0.18958 0.0 0.0 0.0
H 0.68391 3.75319 0.72999 0.0 0.0 -0.1
H 3.02536 3.10075 1.32292 0.0 0.0 0.0
H 2.97616 3.40570 3.75830 0.0 0.0 0.0
H 1.65338 1.87788 5.18492 0.0 0.0 0.0
H 0.37291 0.00359 4.12476 0.0 0.0 0.0
H 0.44770 -0.31333 1.74722 0.2 0.2 -0.1
O -1.37077 -1.68752 4.32820 -0.2 -0.2 0.1
C -2.35197 -1.83079 3.58738 0.0 0.1 0.1
O -2.46545 -1.29170 2.43854 -0.9 0.8 0.3
C -3.51325 -2.71456 3.95852 -0.1 0.1 -0.1
C -3.50810 -3.41029 5.15885 -0.1 0.0 0.0
C -4.58370 -4.20265 5.52118 0.0 0.0 0.0
C -5.67403 -4.29055 4.66178 0.0 0.0 0.0
C -5.68931 -3.60909 3.45822 0.1 0.1 -0.1
C -4.60491 -2.80886 3.07274 0.2 -0.2 0.4
S -4.60636 -1.98314 1.53845 0.2 0.1 0.2
H -2.63317 -3.30673 5.78741 0.0 0.0 0.0
H -4.57612 -4.75224 6.45459 0.0 0.0 0.0
H -6.52343 -4.90929 4.92950 0.0 0.0 0.0
H -6.53949 -3.70057 2.79502 0.0 0.0 0.0
C -3.33281 0.10510 -2.29580 0.0 0.0 0.0
N -3.69312 1.03842 -1.24521 0.0 0.0 0.0
C -4.29784 2.26251 -1.72899 0.0 0.0 0.1
C -2.85356 1.07589 -0.14173 0.0 0.0 0.1
N -1.75906 0.41896 -0.14476 0.0 -0.1 -0.1
N -3.31646 1.87587 0.90899 0.0 0.0 0.0
C -4.69624 1.71022 1.33751 0.0 0.0 0.0
C -2.40616 2.06138 2.02449 0.0 0.0 0.0
H -4.19940 -0.03597 -2.94497 0.0 0.0 0.0
H -3.05195 -0.84815 -1.85727 0.0 0.0 0.0
H -2.48634 0.45086 -2.89734 0.0 0.0 0.0
H -3.77066 2.63561 -2.61369 0.1 0.0 0.0
H -4.25488 3.03200 -0.96202 0.0 0.0 0.0
H -5.34419 2.08999 -2.00294 0.0 0.0 0.0
H -1.37250 0.39761 0.79104 0.0 0.0 0.1
H -5.30782 1.35503 0.51347 0.0 0.0 0.0
H -5.09277 2.66841 1.68891 0.0 0.0 0.0
H -4.77127 0.97266 2.14397 0.0 0.0 0.0
H -2.28503 1.15148 2.62362 0.0 0.0 0.0
H -2.80546 2.85080 2.66441 0.0 0.0 0.0
H -1.42900 2.37816 1.66072 0.0 0.0 0.0
S -0.27373 -0.56811 -4.85386 -0.2 0.1 -0.1
C 1.19845 -1.21250 -4.33284 0.1 -0.2 0.0
N 1.38720 -2.52806 -4.18090 0.0 0.2 0.0
C 2.64214 -3.11706 -3.73781 0.2 -0.1 0.0
C 3.35918 -2.14994 -2.81632 -0.1 0.0 0.1
C 3.52842 -0.83359 -3.54930 0.0 0.0 0.0
N 2.24643 -0.40173 -4.09017 0.1 0.0 0.0
H 0.55509 -3.09432 -4.15271 0.0 -0.1 0.1
H 3.25974 -3.36442 -4.61316 0.0 0.1 0.0
H 2.42000 -4.05096 -3.23613 -0.1 0.0 0.1
H 4.33453 -2.53890 -2.52045 0.0 -0.1 0.0
H 2.75744 -2.02686 -1.90827 0.1 0.0 -0.1
H 4.24960 -0.95124 -4.36931 0.0 0.0 0.0
H 3.90122 -0.05511 -2.88386 0.0 0.0 0.0
H 2.04771 0.58000 -4.17740 0.0 0.0 0.0
F 1.90152 -5.47550 1.31727 0.0 0.0 0.2
Te 1.40324 -5.07293 -0.49506 0.9 0.6 0.3
F 3.36554 -5.23764 -0.78826 0.4 0.1 -0.4
F 1.34803 -7.05192 -0.75908 -0.1 -0.4 0.0
F 0.32114 -4.79027 -2.23173 -0.1 0.1 -0.4
F -0.38079 -5.24858 0.31171 -0.3 -0.4 -0.1
O 1.52615 -3.20992 -0.18595 0.8 -0.7 -0.1

13
Properties=species:S:1:pos:R:3:forces:R:3 method="wB97M-V/def2-TZVPD" orbital_gap_ev=10.11 relative_energy_kcal_mol=74.8 lumo_ev=0.81 smiles=POCNCCl
C -1.14590 -0.11363 0.17742 0.7 -1.7 -0.9
C 0.93215 -0.55319 1.36589 2.3 -4.7 -1.2
N -0.06866 -1.07232 0.55716 -1.3 1.3 0.3
O -0.73309 0.98205 -0.61584 0.0 -0.3 -0.3
P 0.50913 1.08541 -1.77451 -1.5 1.0 0.4
Cl 2.44762 -0.06264 0.37205 0.4 -0.3 0.3
H -1.98140 -0.74073 -0.23778 0.8 0.7 -0.2
H -1.55857 0.39301 1.04228 0.2 -0.3 0.5
H 1.27713 -1.37536 2.05045 0.2 1.0 -0.6
H 0.84678 0.29811 1.87863 -1.6 3.2 1.9
H 0.25735 -1.89806 0.02975 -1.0 1.1 0.1
H 1.00329 2.25965 -1.13669 0.5 -0.3 -0.3
H -0.30217 1.95914 -2.60842 0.4 -0.6 0.0

41
Properties=species:S:1:pos:R:3:forces:R:3 method="wB97M-V/def2-TZVPD" orbital_gap_ev="3.77 / 1.50" charge=-2 lumo_ev="4.55 / 3.51"
C -1.54700 0.31291 -4.15179 -1.7 -3.4 2.7
I -0.09498 1.54269 -3.68333 2.6 2.7 0.0
H -1.76568 0.20539 -5.15661 -0.3 0.2 -2.0
H -1.23191 -0.70860 -3.75030 -0.7 1.2 -0.5
H -2.39504 0.66884 -3.55508 -0.1 -0.5 -0.5
C 0.90523 3.67959 2.06981 -0.5 0.7 -0.3
C -0.11971 4.09221 1.28126 0.5 -0.2 0.3
N -0.64579 2.97512 0.69015 -0.9 1.0 -0.8
C 0.04296 1.84587 1.07350 -0.7 -0.8 -0.2
N 0.99784 2.32306 1.95651 1.1 -0.4 0.9
H 1.55567 4.26342 2.68454 0.2 0.1 0.2
H -0.48943 5.07814 1.09805 -0.1 0.2 -0.1
C 1.99938 -2.81378 -1.11431 -0.2 -1.7 -0.3
C 0.11944 -1.97432 -0.17704 -5.6 2.3 1.3
N 1.33852 -1.62755 -0.82678 2.1 0.6 -0.5
H 1.29149 -4.94434 -0.86127 0.5 0.1 -0.3
N 0.04826 -3.36451 -0.29594 -0.3 -2.3 -0.7
H 3.01372 -2.84726 -1.48093 0.0 0.1 0.0
Al -0.57984 0.07532 1.08250 -1.0 -3.7 0.3
C -1.26943 -1.85656 0.34481 4.2 1.8 -1.6
O -2.19645 -1.07676 0.72609 -0.8 4.8 1.2
C 1.17009 -3.87302 -0.82743 1.5 0.2 -0.6
C -1.30785 -3.87667 -0.27951 0.1 -1.0 0.4
H -1.34170 -4.95232 -0.38644 0.5 -1.0 -0.3
H -1.95368 -3.42894 -1.07100 0.5 -0.1 0.4
H -1.73564 -3.55563 0.70710 0.0 -1.0 -0.7
C 1.94110 -0.34054 -1.23965 -0.7 -0.8 0.1
H 2.92448 -0.51458 -1.69329 -0.2 -0.3 0.1
H 2.10516 0.33515 -0.39970 -0.2 0.1 0.1
H 1.34085 0.17309 -2.00560 0.1 -0.2 0.6
C 1.95227 1.47699 2.62427 0.1 -0.2 -0.1
H 2.95040 1.56007 2.17347 0.0 0.1 0.1
H 1.62310 0.43616 2.52490 0.1 0.3 0.1
H 2.02160 1.69469 3.69891 -0.1 0.1 -0.2
C -1.76384 2.89186 -0.21173 0.2 -0.2 -0.2
H -1.40621 2.67239 -1.23103 -0.2 0.2 0.2
H -2.36605 3.80872 -0.20611 0.3 -0.2 0.0
H -2.39741 2.04290 0.09562 0.0 0.2 0.0
O -1.54358 -0.92162 4.15669 0.1 -0.7 0.4
N -1.20406 -0.46353 3.12623 2.1 0.0 -1.2
O 0.01370 -1.01404 2.49048 -2.3 1.9 1.6

8
Properties=species:S:1:pos:R:3:forces:R:3 method="wB97M-V/def2-TZVPD" orbital_gap_ev="7.55 / 7.55" relative_energy_kcal_mol=69.9 charge=-1 lumo_ev="4.37 / 4.37"
C 1.21500 -1.01512 -0.30211 2.7 -0.6 0.1
N 2.91378 -2.28948 -1.12998 0.3 -1.9 -1.0
N 1.62782 -2.07423 -0.87293 -0.9 1.4 0.5
N 3.33078 -0.36368 -0.04600 -1.9 0.0 0.0
N 3.72264 -1.32276 -0.63580 -0.4 1.0 0.6
P -0.49343 -0.68965 0.15479 0.0 -2.5 -1.5
H -0.84797 0.03498 -0.99782 -0.2 0.6 0.1
H -0.25346 0.28898 1.00830 0.3 2.2 1.3

96
Properties=species:S:1:pos:R:3:forces:R:3 method="wB97M-V/def2-TZVPD" orbital_gap_ev=6.23 relative_energy_kcal_mol=37.9 charge=-1 lumo_ev=1.52
O 3.28759 -2.20745 -0.35605 -1.5 -3.3 -2.3
P 2.98530 -3.43939 -1.29950 -0.5 3.0 4.2
O 3.03934 -4.89352 -0.28706 0.9 1.0 -1.9
O 1.32073 -3.29919 -1.88949 1.8 -2.4 1.1
B 4.16847 -3.62763 -2.79444 0.9 0.2 -3.0
O 5.16572 -2.57991 -3.09437 -1.3 2.0 0.6
C 4.32549 -1.42945 -3.46401 -0.8 0.4 -0.6
C 3.25194 -2.18820 -4.45614 1.6 0.4 -0.2
O 3.22160 -3.57205 -3.95785 -0.7 1.4 -0.2
H 3.95325 -5.28928 -0.45350 -1.8 0.8 0.1
H 1.09509 -4.20785 -2.26518 0.5 1.7 0.4
H 4.77164 -4.65943 -2.75977 0.0 -0.7 0.4
H 4.78339 -0.55399 -4.10897 -0.1 -2.0 1.2
H 3.93268 -0.87302 -2.50485 0.3 -1.4 -1.8
H 3.87682 -2.30033 -5.45578 -1.6 0.6 1.6
H 2.22010 -1.62188 -4.64727 2.4 -1.6 0.8
C -0.97183 -4.46002 2.46419 -0.2 0.0 0.1
S 0.72560 -3.87386 2.68371 0.2 0.3 -0.2
O 0.85043 -3.37052 4.09112 -0.3 -0.1 -0.2
C 0.56267 -2.43229 1.60285 0.0 0.1 0.1
H -1.11635 -5.34720 3.08520 0.1 0.1 0.0
H -1.67742 -3.68428 2.77112 0.1 0.0 0.0
H -1.13459 -4.72214 1.41624 0.1 0.0 0.1
H -0.23887 -1.78351 1.96389 0.0 -0.1 0.1
H 0.34800 -2.76264 0.58393 0.2 0.0 0.0
H 1.50643 -1.88178 1.61277 0.0 -0.3 -0.1
C 4.62834 1.50684 -0.69217 -0.1 -0.1 0.0
S 3.62080 2.80906 -1.44190 0.2 -0.2 -0.4
O 3.17004 2.31409 -2.78412 0.3 0.3 0.6
C 4.98750 3.96180 -1.71807 0.1 0.0 -0.1
H 3.98309 0.65464 -0.46624 0.0 0.0 -0.1
H 5.41147 1.19397 -1.38691 -0.1 0.1 0.0
H 5.07412 1.87792 0.23356 -0.1 0.1 -0.1
H 5.74796 3.49520 -2.34871 -0.1 -0.1 0.0
H 5.42137 4.25006 -0.75782 -0.2 0.0 -0.1
H 4.59685 4.85064 -2.21928 0.0 -0.1 0.2
C 1.87814 7.60076 -0.42463 0.0 0.0 -0.1
S 3.17736 7.16232 0.75555 0.1 -0.3 -0.2
O 4.30922 6.56007 -0.02288 -0.5 0.2 0.3
C 2.26839 5.80469 1.53244 0.0 -0.1 0.0
H 2.24110 8.41665 -1.05408 0.1 -0.1 0.2
H 1.63713 6.73916 -1.05186 0.0 0.0 0.2
H 0.98903 7.93079 0.11756 0.1 -0.1 0.0
H 2.00318 5.05555 0.78266 0.0 0.1 0.0
H 1.36600 6.19512 2.00854 0.1 0.0 -0.1
H 2.90796 5.34721 2.29107 0.0 0.2 -0.1
C -2.80478 4.50988 -2.34093 0.0 0.0 0.1
S -1.10735 5.09604 -2.12142 -0.1 0.0 0.1
O -0.98252 5.59938 -0.71401 -0.1 0.0 -0.4
C -1.27028 6.53762 -3.20227 0.0 0.2 0.0
H -2.94930 3.62271 -1.71992 0.0 0.1 -0.1
H -3.51037 5.28563 -2.03401 0.1 0.0 0.0
H -2.96754 4.24776 -3.38889 0.1 0.0 0.1
H -2.07182 7.18640 -2.84123 0.0 -0.1 0.0
H -1.48495 6.20727 -4.22120 0.1 0.0 0.1
H -0.32652 7.08813 -3.19236 -0.1 -0.2 0.0
C -4.04608 2.04219 1.49480 0.1 0.1 0.0
S -5.49361 1.93171 0.41522 0.1 0.0 -0.3
O -5.04503 2.26677 -0.97628 0.0 0.2 0.5
C -6.33139 3.38968 1.08259 0.0 0.2 0.0
H -3.35330 1.23974 1.23067 -0.2 0.1 0.0
H -3.55154 3.00695 1.35879 -0.1 0.0 -0.1
H -4.35705 1.92315 2.53525 0.0 -0.1 -0.2
H -5.69378 4.27001 0.97217 0.0 -0.1 0.0
H -6.56522 3.22541 2.13699 0.0 -0.1 -0.1
H -7.25937 3.54253 0.52641 0.2 -0.1 0.0
C 2.49786 -4.10640 7.15577 0.0 0.0 0.0
S 2.89322 -3.65443 8.86236 0.1 -0.5 -0.1
O 3.51795 -4.85277 9.51308 -0.4 0.4 -0.2
C 1.17768 -3.56024 9.42890 -0.1 0.0 0.1
H 3.43256 -4.25687 6.61050 -0.1 0.1 0.2
H 1.91625 -5.03122 7.13957 0.1 0.1 0.1
H 1.93172 -3.29865 6.68629 0.1 -0.1 0.0
H 0.67889 -4.51933 9.27050 0.1 0.0 0.0
H 0.65588 -2.77104 8.88272 0.1 0.0 0.0
H 1.17621 -3.32303 10.49547 0.1 0.0 -0.1
C -1.36095 -2.93324 -5.08148 -0.1 0.1 0.1
S 0.07408 -3.31713 -6.11412 0.6 0.6 0.1
O 0.92809 -2.08559 -6.17525 -1.2 -0.8 -0.5
C -0.84276 -3.42113 -7.67025 -0.1 0.1 -0.1
H -1.02042 -2.78593 -4.05388 0.1 0.0 -0.2
H -1.84361 -2.01993 -5.43748 0.1 0.0 0.0
H -2.06613 -3.76701 -5.11238 0.1 0.0 0.0
H -1.35764 -2.47719 -7.86415 0.1 0.0 0.1
H -1.56557 -4.23832 -7.61394 0.1 0.0 0.0
H -0.13479 -3.62018 -8.47834 0.0 0.0 0.2
C -7.60854 -2.14513 2.73627 -0.1 0.0 -0.1
S -5.87950 -1.66655 2.96955 0.1 0.1 -0.3
O -5.57264 -0.58591 1.97567 -0.2 -0.7 0.5
C -5.17576 -3.20686 2.33304 0.0 0.0 -0.1
H -8.24432 -1.30910 3.03704 0.2 -0.1 0.0
H -7.79243 -2.38007 1.68516 0.1 0.1 0.1
H -7.83411 -3.01319 3.35996 0.1 0.1 0.0
H -5.51187 -3.37512 1.30716 0.0 0.1 0.1
H -5.48342 -4.03924 2.97015 0.0 0.1 0.0
H -4.08638 -3.12386 2.34825 -0.2 0.1 0.0